Entry 1:
Formula: C35H24F3FeN5O4S2Se2
Source: OMol25
Level of theory: the ωB97M-V functional and the def2-TZVPD basis

As for the expectation value of S²: 8.765. The value obtained for the HOMO energy (alpha / beta) is -5.191 / -5.263 eV. The relative energy (zero: lowest compared OMol25 entry of this formula, charge and spin) is 2.1 kcal per mole. The multiplicity is 6. The net charge is -1.

The geometry in XYZ format:
```
76
Properties=species:S:1:pos:R:3:forces:R:3
Fe 0.171 1.795 1.080 -0.1 0.2 0.1
Se -2.426 4.515 -0.510 0.0 -0.2 0.0
Se -1.089 5.377 1.135 0.1 0.0 0.0
C 0.629 4.887 0.407 -0.1 -0.1 -0.3
C 1.677 5.785 0.549 0.0 0.1 0.0
C 2.873 5.509 -0.088 0.0 0.1 0.0
C 2.973 4.375 -0.876 0.1 0.0 -0.1
C 1.891 3.521 -0.926 -0.2 -0.1 0.0
N 0.744 3.746 -0.271 0.1 0.0 0.2
C -3.034 2.902 0.364 0.1 -0.2 0.2
C -4.367 2.582 0.164 0.0 0.0 -0.1
C -4.873 1.435 0.755 -0.1 0.0 0.0
C -4.037 0.664 1.531 0.0 0.0 0.1
C -2.717 1.054 1.671 0.0 0.2 -0.1
N -2.207 2.156 1.101 -0.2 0.0 -0.1
H 1.536 6.692 1.123 0.0 0.0 0.0
H 3.710 6.189 0.007 0.0 0.0 0.0
H 3.882 4.141 -1.414 0.0 0.0 0.0
H 1.927 2.609 -1.510 0.0 0.0 0.1
H -4.989 3.229 -0.439 0.0 0.0 0.0
H -5.910 1.157 0.611 0.0 0.0 0.0
H -4.377 -0.249 2.001 0.0 0.0 0.0
H -2.024 0.458 2.244 0.0 0.0 0.0
S 2.713 1.448 1.501 -0.1 -0.1 -0.1
C 3.267 0.321 0.278 0.0 0.0 0.1
C 3.962 0.604 -0.883 0.0 0.1 0.0
C 4.343 -0.430 -1.739 0.1 0.2 -0.2
C 5.041 -0.106 -2.957 -0.1 0.0 0.1
N 5.590 0.196 -3.924 -0.1 0.0 0.1
C 4.032 -1.754 -1.410 0.0 -0.3 -0.1
C 3.372 -2.046 -0.221 0.0 0.0 0.1
C 2.997 -1.013 0.634 0.0 0.0 0.0
S 2.227 -1.146 2.175 0.1 0.1 0.0
C 4.392 -2.830 -2.304 -0.1 0.1 0.1
N 4.670 -3.691 -3.015 0.0 0.1 0.1
H 4.225 1.623 -1.141 0.0 0.0 0.0
H 3.164 -3.076 0.036 0.0 0.0 0.0
F 0.893 3.203 5.568 0.0 0.0 0.1
C -0.239 2.767 4.992 0.1 0.0 -0.1
F -0.735 1.789 5.750 0.0 0.0 0.1
F -1.119 3.785 5.004 0.0 0.0 0.1
C 0.021 2.319 3.542 -0.2 -0.2 -0.2
O 0.389 3.217 2.745 0.1 -0.2 0.0
O -0.199 1.138 3.228 0.1 0.2 0.2
C -0.978 -3.712 2.652 0.0 0.0 0.0
C -1.860 -3.716 1.428 0.0 0.0 0.1
C -3.215 -4.002 1.552 0.0 0.0 0.0
C -4.037 -4.006 0.434 0.0 0.0 0.0
C -3.515 -3.673 -0.801 0.0 0.0 0.0
C -2.162 -3.367 -0.937 0.0 0.0 0.0
N -1.692 -3.049 -2.223 0.1 0.1 0.0
C -0.758 -2.101 -2.656 -0.1 -0.1 0.1
C -0.152 -2.360 -3.894 0.0 0.0 0.0
C 0.799 -1.516 -4.429 0.0 0.0 0.0
C 1.202 -0.389 -3.723 0.0 0.0 0.0
C 0.615 -0.130 -2.498 0.0 0.0 0.0
C -0.383 -0.941 -1.958 0.0 0.1 0.0
C -1.093 -0.456 -0.715 -0.1 0.1 0.2
O -2.273 -0.725 -0.553 -0.1 0.1 -0.2
O -0.393 0.243 0.123 0.5 -0.2 -0.6
C -1.311 -3.442 0.169 0.1 0.0 0.0
C 0.174 -3.238 0.022 -0.1 0.0 0.0
H -1.585 -3.731 3.557 0.0 0.0 0.0
H -0.345 -2.823 2.683 0.0 0.0 0.0
H -0.318 -4.583 2.672 0.0 0.0 0.0
H -3.627 -4.223 2.531 0.0 0.0 0.0
H -5.092 -4.235 0.531 0.0 0.0 0.0
H -4.160 -3.606 -1.672 0.0 0.0 0.0
H -2.194 -3.497 -2.969 0.0 0.0 0.0
H -0.433 -3.265 -4.424 0.0 0.0 0.0
H 1.252 -1.753 -5.385 0.0 0.0 0.0
H 1.965 0.267 -4.123 0.0 0.0 0.0
H 0.906 0.741 -1.927 0.0 0.0 0.1
H 0.509 -3.503 -0.981 0.0 0.0 0.0
H 0.719 -3.855 0.737 0.0 0.0 0.0
H 0.468 -2.199 0.210 0.0 -0.1 0.0
```
Positions in Å, forces in eV/Å.

Results of the Mulliken charge analysis, in e, for atoms 1 through 6:
1. Fe 1.3057
2. Se -0.0814
3. Se -0.0195
4. C 0.4145
5. C -0.6645
6. C -0.5204

---

Entry 2:
Formula: C35H25Cl3N5O5RuS
Source: OMol25
Level of theory: the ωB97M-V functional and the def2-TZVPD basis

As for the expectation value of S²: 8.821. The value obtained for the HOMO energy (alpha / beta) is -11.809 / -12.851 eV. The relative energy (zero: lowest compared OMol25 entry of this formula, charge and spin) is 14.1 kcal per mole. The multiplicity is 6. The net charge is +2.

The geometry in XYZ format:
```
75
Properties=species:S:1:pos:R:3:forces:R:3
Ru 0.090 -0.149 -0.217 0.3 0.1 0.0
C -2.841 0.656 -3.289 -0.2 -0.2 -0.2
C -1.847 0.789 -2.369 0.2 -0.2 0.4
N -1.432 -0.302 -1.577 -0.1 0.4 -0.3
C -1.968 -1.482 -1.762 -0.2 -0.1 -0.1
C -3.034 -1.697 -2.704 0.0 0.0 0.1
C -3.475 -0.579 -3.476 0.2 0.2 0.2
C -3.585 -2.953 -2.801 0.0 0.0 -0.1
C -3.096 -4.084 -2.010 0.0 0.0 0.1
C -2.043 -3.909 -1.130 0.1 0.0 0.0
C -1.480 -4.966 -0.356 -0.1 0.1 -0.1
C -0.417 -4.711 0.459 0.0 0.1 0.0
C 0.088 -3.400 0.522 0.2 -0.2 0.3
N -0.417 -2.396 -0.169 -0.5 0.2 -0.4
C -1.461 -2.620 -0.992 0.1 -0.2 0.2
H -3.126 1.512 -3.884 0.0 0.0 0.0
H -1.305 1.708 -2.201 -0.1 0.0 0.0
H -4.276 -0.699 -4.188 0.0 0.0 -0.1
H -4.404 -3.121 -3.486 0.0 0.0 0.0
H -3.554 -5.054 -2.133 0.0 0.0 0.0
H -1.903 -5.958 -0.430 0.0 0.0 0.0
H 0.042 -5.489 1.050 0.0 0.0 0.0
H 0.932 -3.166 1.161 0.0 0.0 0.0
O 1.653 0.010 1.080 0.2 -0.1 0.1
C 2.874 -0.103 0.838 -0.2 0.0 -0.2
C 3.452 -0.327 -0.447 0.1 0.0 0.2
C 4.854 -0.453 -0.515 0.0 0.0 -0.2
C 5.439 -0.653 -1.736 -0.1 0.0 0.1
C 4.689 -0.719 -2.911 0.0 0.0 0.0
C 3.318 -0.592 -2.861 0.0 0.0 0.1
C 2.680 -0.398 -1.631 0.0 0.0 -0.2
O 1.357 -0.277 -1.635 -0.1 -0.1 0.2
N 6.906 -0.801 -1.812 -0.1 0.1 0.0
O 7.510 -0.743 -0.768 0.1 0.0 0.1
O 7.377 -0.963 -2.911 0.1 0.0 -0.1
H 3.546 -0.017 1.696 0.0 0.0 0.0
H 5.467 -0.398 0.374 0.0 0.0 0.0
H 5.204 -0.869 -3.850 0.0 0.0 0.0
H 2.719 -0.633 -3.758 0.0 0.0 0.0
Cl -9.203 6.180 2.974 0.0 0.0 0.0
C -7.960 4.985 2.881 0.0 0.0 0.0
C -7.511 4.549 1.643 0.0 0.0 0.1
C -6.524 3.579 1.599 0.0 0.0 0.1
C -5.967 3.039 2.755 0.0 0.0 -0.1
C -4.911 1.966 2.620 -0.3 0.0 0.1
C -3.531 2.402 3.107 -0.1 -0.2 0.1
N -2.561 1.411 2.639 0.2 0.1 0.1
C -2.179 0.276 3.313 0.1 -0.1 -0.1
C -1.328 -0.392 2.494 0.0 0.1 0.1
N -1.197 0.331 1.319 0.1 -0.2 0.0
C -1.963 1.409 1.454 0.0 0.2 -0.2
O -5.235 0.779 3.334 0.2 0.0 -0.1
C -5.801 -0.273 2.548 -0.1 0.0 0.0
C -7.008 0.156 1.771 0.0 0.0 0.0
C -7.056 0.352 0.422 0.1 -0.1 -0.1
Cl -5.783 0.045 -0.717 0.0 0.1 0.1
S -8.567 0.923 -0.135 0.0 0.0 0.0
C -9.185 0.908 1.462 0.1 0.0 0.1
C -8.265 0.476 2.364 0.0 0.2 -0.1
C -6.434 3.511 3.977 0.0 0.0 0.1
Cl -5.791 2.915 5.481 0.0 0.0 0.0
C -7.427 4.474 4.054 0.0 0.0 -0.1
H -7.936 4.956 0.737 0.0 0.0 0.0
H -6.187 3.217 0.635 0.0 0.0 0.0
H -4.829 1.734 1.552 0.0 0.0 -0.1
H -3.502 2.392 4.195 0.0 0.1 0.0
H -3.244 3.394 2.762 0.0 -0.1 -0.1
H -2.550 0.056 4.296 0.0 0.0 0.0
H -0.791 -1.307 2.668 0.0 0.0 0.0
H -2.084 2.191 0.723 0.0 0.0 0.0
H -6.070 -1.034 3.280 0.0 0.0 -0.1
H -5.050 -0.696 1.869 0.0 0.1 0.0
H -10.198 1.221 1.645 -0.1 0.0 0.0
H -8.454 0.406 3.424 0.0 0.0 0.1
H -7.776 4.821 5.015 0.0 0.0 0.0
```
Positions in Å, forces in eV/Å.

Results of the Mulliken charge analysis, in e, for atoms 1 through 6:
1. Ru 0.9288
2. C -0.6949
3. C -0.9801
4. N 0.4893
5. C 0.3188
6. C 0.5601

---

Entry 3:
Formula: C35H25F5N5O2PdS2Si
Source: OMol25
Level of theory: the ωB97M-V functional and the def2-TZVPD basis

As for the expectation value of S²: 2.007. The value obtained for the HOMO energy (alpha / beta) is -3.361 / -5.497 eV. The relative energy (zero: lowest compared OMol25 entry of this formula, charge and spin) is 0.0 kcal per mole. The multiplicity is 3. The net charge is -1.

The geometry in XYZ format:
```
76
Properties=species:S:1:pos:R:3:forces:R:3
Pd -0.185 0.019 -0.069 -0.2 -0.3 0.0
N 4.796 -5.907 -0.294 0.0 0.0 0.0
C 4.591 -4.522 -0.252 0.0 0.0 0.0
C 3.943 -3.877 -1.306 0.0 0.0 0.0
C 3.754 -2.508 -1.274 0.0 0.0 0.0
C 4.213 -1.765 -0.194 0.0 0.0 -0.1
C 4.878 -2.392 0.846 0.0 0.0 0.1
C 5.071 -3.765 0.814 0.0 0.0 0.0
S 3.807 -0.043 -0.115 0.1 -0.2 0.1
O 3.712 0.423 -1.478 0.0 0.0 0.0
O 4.758 0.607 0.752 0.0 0.0 0.0
N 2.307 -0.044 0.462 0.1 0.3 -0.1
C 1.991 -0.398 1.706 -0.1 0.0 -0.1
N 2.858 -0.787 2.661 0.0 0.0 0.1
C 2.348 -1.096 3.841 0.0 0.0 0.0
C 0.994 -1.050 4.146 0.0 0.0 0.0
C 0.159 -0.682 3.104 0.0 0.0 0.0
N 0.637 -0.362 1.919 0.1 0.0 0.0
H 4.113 -6.400 -0.850 0.0 0.0 0.0
H 4.898 -6.331 0.614 0.0 0.0 0.0
H 3.576 -4.453 -2.149 0.0 0.0 0.0
H 3.248 -2.002 -2.085 0.0 0.0 0.0
H 5.221 -1.800 1.683 0.0 0.0 0.0
H 5.589 -4.257 1.630 0.0 0.0 0.0
H 3.064 -1.409 4.596 0.0 0.0 0.0
H 0.612 -1.317 5.119 0.0 0.0 0.0
H -0.921 -0.662 3.207 0.0 0.0 0.0
S 0.395 4.625 1.203 0.0 0.0 0.0
C -0.205 3.008 1.119 -0.1 -0.1 -0.3
N 0.165 2.316 0.097 0.1 0.0 0.3
C 1.009 3.050 -0.725 0.0 -0.1 0.0
C 1.603 2.571 -1.892 0.0 0.1 0.0
C 2.419 3.426 -2.600 0.0 0.0 0.0
C 2.646 4.736 -2.163 0.0 0.0 0.0
C 2.072 5.216 -1.002 0.0 0.0 0.0
C 1.249 4.354 -0.283 0.0 0.0 0.0
H -0.876 2.618 1.871 0.0 0.0 0.0
H 1.467 1.540 -2.192 0.0 0.0 0.0
H 2.916 3.066 -3.491 0.0 0.0 0.0
H 3.301 5.380 -2.736 0.0 0.0 0.0
H 2.263 6.224 -0.658 0.0 0.0 0.0
C -4.301 4.356 -0.672 0.0 0.0 0.0
C -3.334 3.796 -1.498 0.0 0.0 0.0
C -2.855 2.522 -1.238 0.0 0.0 0.0
C -3.333 1.758 -0.167 0.0 0.0 0.0
C -4.303 2.345 0.648 0.0 0.0 0.0
C -4.781 3.626 0.405 0.0 0.0 0.0
Si -2.592 0.051 0.208 0.0 0.0 0.0
C -3.321 -1.222 -0.986 0.0 0.0 0.0
C -3.206 -1.071 -2.371 0.0 0.0 0.0
C -3.614 -2.065 -3.246 0.0 0.0 0.0
C -4.140 -3.253 -2.752 0.0 0.0 0.0
C -4.257 -3.428 -1.382 0.0 0.0 0.0
C -3.855 -2.421 -0.514 0.0 0.0 0.0
H -4.671 5.356 -0.865 0.0 0.0 0.0
H -2.940 4.359 -2.336 0.0 0.0 0.0
H -2.070 2.121 -1.873 0.0 0.0 0.0
H -4.695 1.786 1.491 0.0 0.0 0.0
H -5.534 4.054 1.058 0.0 0.0 0.0
H -3.225 -0.312 1.522 0.1 0.0 0.0
H -2.772 -0.164 -2.781 0.0 0.0 0.0
H -3.505 -1.922 -4.314 0.0 0.0 0.0
H -4.446 -4.039 -3.432 0.0 0.0 0.0
H -4.657 -4.354 -0.985 0.0 0.0 0.0
H -3.942 -2.581 0.556 0.0 0.0 0.0
F -0.695 -3.046 1.273 0.0 0.0 0.0
C -0.283 -3.146 -0.017 0.0 0.0 0.0
C -0.028 -2.015 -0.756 -0.1 0.2 0.0
C 0.343 -2.242 -2.061 0.0 0.0 0.0
F 0.605 -1.184 -2.878 0.0 0.0 0.0
C 0.488 -3.500 -2.619 0.0 0.0 0.1
F 0.883 -3.669 -3.894 0.0 0.0 0.0
C 0.243 -4.609 -1.830 0.0 0.1 0.1
F 0.394 -5.846 -2.335 0.0 0.0 0.0
C -0.152 -4.433 -0.515 0.0 0.1 -0.1
F -0.401 -5.511 0.249 0.0 0.0 0.0
```
Positions in Å, forces in eV/Å.

Results of the Mulliken charge analysis, in e, for atoms 1 through 6:
1. Pd -1.0399
2. N -0.6252
3. C 1.0535
4. C -0.8578
5. C -0.2760
6. C -0.8034

---

| no. | calculated total energy (eV) |
| --- | --- |
| 1 | -247233.2131 |
| 2 | -105354.6469 |
| 3 | -94863.0473 |